(1)
The following is a DFT calculation (ωB97M-V/def2-TZVPD) of an isolated molecule of C20H34N2O4.

Last column: Löwdin charge in e.
CARTESIAN COORDINATES (ANGSTROEM)
C  -1.156  -4.280  -1.310  -0.081
H  -1.362  -3.993  -2.339  0.074
H  -0.133  -4.647  -1.254  0.079
H  -1.826  -5.094  -1.043  0.075
C  -1.351  -3.096  -0.365  -0.423
C  -1.071  -3.513  1.077  -0.063
H  -1.375  -2.734  1.770  0.058
H  -1.632  -4.412  1.319  0.078
H  -0.012  -3.723  1.217  0.083
C  -0.445  -1.942  -0.809  -0.112
H  0.598  -2.256  -0.738  0.115
H  -0.655  -1.706  -1.855  0.129
C  -0.638  -0.657  0.014  -0.215
N  -2.003  -0.193  -0.066  0.121
C  -2.810  -0.136  1.013  -0.456
O  -2.501  -0.622  2.085  0.058
C  -4.148  0.546  0.774  -0.239
C  -4.940  -0.136  -0.346  -0.161
C  -6.293  0.548  -0.525  -0.201
C  -6.105  2.030  -0.835  -0.208
C  -5.314  2.711  0.278  -0.200
C  -3.959  2.034  0.462  -0.154
H  -3.369  2.156  -0.449  0.117
H  -3.412  2.511  1.279  0.124
H  -5.169  3.766  0.040  0.109
H  -5.879  2.652  1.211  0.115
H  -5.567  2.137  -1.780  0.114
H  -7.078  2.512  -0.948  0.107
H  -6.847  0.064  -1.333  0.109
H  -6.878  0.441  0.392  0.115
H  -4.384  -0.081  -1.284  0.116
H  -5.084  -1.191  -0.102  0.121
H  -4.712  0.454  1.709  0.153
H  -2.199  0.362  -0.888  0.130
H  -0.427  -0.837  1.069  0.129
C  0.249  0.436  -0.585  -0.400
O  -0.219  1.206  -1.410  0.056
N  1.540  0.492  -0.208  -0.028
C  2.176  -0.373  0.767  -0.124
H  1.491  -0.565  1.595  0.129
C  3.439  0.276  1.317  -0.047
H  3.212  1.238  1.774  0.135
H  3.884  -0.371  2.072  0.135
C  4.480  0.514  0.218  -0.511
C  3.776  0.829  -1.122  -0.049
C  2.409  1.447  -0.876  -0.118
H  2.515  2.354  -0.269  0.140
H  1.925  1.721  -1.816  0.125
H  4.390  1.518  -1.703  0.130
H  3.670  -0.102  -1.683  0.137
O  5.329  1.573  0.616  -0.044
C  6.622  1.317  0.108  -0.142
H  6.849  1.988  -0.728  0.120
C  6.576  -0.159  -0.343  -0.145
H  7.342  -0.775  0.128  0.124
O  5.318  -0.617  0.098  -0.046
H  6.658  -0.243  -1.434  0.122
H  7.340  1.489  0.914  0.123
H  2.444  -1.335  0.312  0.131
H  -2.391  -2.763  -0.432  0.130

Computed properties:
Energy relative to the best compared isomer or geometry (same formula, charge and spin)   5.39 kcal/mol
SMILES   CC(C)C[C@H](NC(=O)C1CCCCC1)C(=O)N1CCC2(CC1)OCCO2
LUMO   0.0260 hartree
Electronic energy   -32463.6414 eV
Orbital gap   0.365 Eh

(2)
The following is a DFT calculation (ωB97M-V/def2-TZVPD) of a structure of composition C20H34N9PRuS.

Last column: Löwdin spin population.
CARTESIAN COORDINATES (ANGSTROEM)
Ru  0.274  -0.017  0.056  2.883
C  0.131  -5.824  1.498  0.000
C  -0.473  -5.170  0.252  0.000
C  -1.039  -3.821  0.547  0.005
N  -0.592  -2.713  0.068  0.026
N  -1.269  -1.606  0.529  0.117
C  -2.245  -1.895  1.364  0.020
N  -3.078  -1.002  1.900  0.010
S  -2.384  -3.598  1.644  0.012
H  0.559  -6.791  1.243  0.000
H  -0.626  -5.990  2.266  0.000
H  0.920  -5.204  1.926  0.000
H  -1.260  -5.805  -0.161  0.000
H  0.279  -5.044  -0.527  0.000
H  -2.889  -0.020  1.795  0.000
H  -3.718  -1.255  2.637  0.000
N  -3.032  0.864  4.693  0.039
C  -1.906  0.684  4.507  0.006
N  -0.617  0.487  4.255  0.096
C  -0.257  0.523  3.059  0.054
N  0.133  0.573  1.942  0.099
C  4.890  -1.061  0.554  0.101
C  3.939  -2.065  0.734  0.006
C  2.598  -1.790  0.557  0.097
C  2.191  -0.494  0.195  0.114
C  3.156  0.514  0.032  0.096
C  4.497  0.229  0.206  0.003
H  5.939  -1.284  0.696  0.005
H  4.252  -3.061  1.019  -0.001
H  1.862  -2.572  0.695  0.006
H  2.868  1.530  -0.205  0.010
H  5.236  1.009  0.084  -0.001
C  0.972  0.403  -3.467  0.008
P  0.384  -0.847  -2.296  -0.007
C  1.437  -2.286  -2.588  0.003
C  -1.280  -1.284  -2.867  -0.009
H  0.948  -0.008  -4.477  0.001
H  1.999  0.686  -3.233  0.000
H  0.330  1.282  -3.428  0.000
H  1.348  -2.604  -3.628  0.000
H  1.133  -3.097  -1.931  0.000
H  2.476  -2.026  -2.384  0.001
H  -1.264  -1.562  -3.921  -0.002
H  -1.946  -0.430  -2.746  0.000
H  -1.656  -2.123  -2.284  0.000
C  0.419  4.651  0.585  0.001
N  0.087  3.545  -0.311  0.009
C  0.992  3.300  -1.433  0.006
C  -1.049  2.834  -0.195  0.017
N  -1.059  1.549  -0.575  0.135
N  -2.138  3.430  0.309  0.013
C  -3.230  2.648  0.878  0.001
C  -2.423  4.852  0.106  0.002
H  1.444  4.520  0.931  0.000
H  -0.237  4.639  1.450  0.000
H  0.343  5.619  0.088  0.000
H  1.911  3.856  -1.270  0.000
H  0.550  3.643  -2.370  0.000
H  1.232  2.245  -1.532  0.006
H  -2.006  1.227  -0.748  0.009
H  -3.939  2.297  0.123  0.000
H  -3.770  3.273  1.585  0.000
H  -2.820  1.805  1.429  0.000
H  -1.714  5.288  -0.591  0.000
H  -2.394  5.401  1.047  0.000
H  -3.422  4.946  -0.319  0.000

Computed properties:
Energy relative to the best compared isomer or geometry (same formula, charge and spin)   0.00 kcal/mol
LUMO (alpha / beta)   -0.2112 / -0.3183 hartree
Multiplicity   5
Electronic energy   -57392.1443 eV
Charge   +2
Orbital gap (alpha / beta)   0.336 / 0.226 Eh